This record from the Open Molecules 2025 dataset describes a 10-piece molecular cluster, C38H90IN2O12 overall in a non-equilibrium geometry. The level of theory is wB97M-V/def2-TZVPD.

Calculated values
- max |F| (eV/A) = 8.71
- orbital gap (eV) = 7.961
- lowest unoccupied orbital energy (eV) = -3.394
- net charge = +1
- molecular weight (g/mol) = 894.044

Each atom is followed by the atoms it is bonded to, with distances in Å.
Positions of all 143 atoms, in Å:
1 H -2.835 -2.562 -11.208  C62 1.096
2 H -2.281 -1.028 -1.353  C118 1.193
3 H -2.104 -3.214 -9.748  C62 1.095
4 C 2.894 1.101 -1.241  C6 1.640, I7 2.189, N52 1.534
5 C 3.128 3.079 3.062  C8 1.672, H102 1.176, O137 1.361
6 C 1.444 0.849 -0.518  C4 1.640, C87 1.639, N107 1.513
7 I 3.517 1.143 -3.339  C4 2.189
8 C 3.663 1.547 2.662  C5 1.672, H11 1.193, C105 1.666, H120 1.180
9 C 4.075 -4.551 4.954  H37 1.096, H43 1.094, H103 1.095, C108 1.520
10 H 6.441 -6.455 2.059  C76 1.095
11 H 4.855 1.595 2.676  C8 1.193
12 H -4.786 -4.968 -11.756  C128 1.094
13 C 7.739 -5.238 0.849  H32 1.095, C76 1.520, H112 1.094, H132 1.096
14 C 5.391 -5.909 0.262  H39 1.096, H47 1.094, C76 1.520, H140 1.095
15 C -4.745 -3.786 -5.998  H75 1.094, H81 1.096, H83 1.095, C139 1.520
16 H 0.522 6.991 4.768  C100 1.096
17 H -0.032 -1.206 1.074  C93 1.174
18 H -3.962 3.041 9.260  C113 1.096
19 H -3.654 -2.728 -3.927  O40 0.972
20 C -3.890 5.064 8.480  H35 1.095, O104 1.425, C113 1.520, C121 1.520
21 C 0.186 5.261 6.033  H59 1.095, O85 1.425, C100 1.520, C143 1.520
22 H -3.809 3.131 7.511  C113 1.095
23 H -1.599 4.053 5.842  C143 1.095
24 H -4.087 -4.668 -9.360  C77 1.095
25 H -3.735 -3.438 4.651  C34 1.095
26 H 2.680 -5.209 2.649  C124 1.094
27 C -0.494 5.164 -5.087  C42 1.520, H54 1.096, H57 1.094, H63 1.095
28 H -0.637 2.847 -3.987  O80 0.972
29 H 5.786 -3.731 1.566  O130 0.972
30 O -0.724 -0.500 4.474  H88 1.007, C115 1.471
31 H -0.199 1.814 1.917  C133 1.185
32 H 8.424 -5.001 1.670  C13 1.095
33 H -0.854 0.970 -0.996  C87 1.172
34 C -4.367 -2.737 5.208  H25 1.095, C101 1.520, H114 1.094, H134 1.096
35 H -4.186 5.591 7.567  C20 1.095
36 C -6.099 -3.516 -3.900  H70 1.094, H95 1.096, C139 1.520, H141 1.095
37 H 3.424 -5.024 5.699  C9 1.096
38 H 1.707 6.799 6.053  C100 1.095
39 H 5.261 -5.043 -0.398  C14 1.096
40 O -3.702 -3.693 -3.834  H19 0.972, C139 1.425
41 C 5.502 3.759 -7.066  H49 1.096, C53 1.520, H66 1.095, H109 1.094
42 C 0.567 4.091 -4.900  C27 1.520, C58 1.520, O80 1.425, H142 1.095
43 H 4.588 -5.336 4.390  C9 1.094
44 H -4.597 -0.938 3.390  O122 0.972
45 H 0.815 4.637 4.288  O85 0.972
46 H 3.951 -3.149 3.326  C108 1.095
47 H 5.742 -6.755 -0.337  C14 1.094
48 H 1.926 5.323 -3.741  C58 1.094
49 H 4.818 3.788 -6.210  C41 1.096
50 H -4.742 -1.944 -9.852  O136 0.972
51 H 0.980 0.914 3.092  C133 1.182
52 N 3.917 1.376 -0.131  C4 1.534, H90 1.045, C105 1.513
53 C 6.563 2.686 -6.878  C41 1.520, H99 1.095, O117 1.425, C125 1.520
54 H -1.178 5.193 -4.231  C27 1.096
55 H 1.505 -4.896 3.948  C124 1.096
56 H -1.796 -1.808 3.137  C115 1.193
57 H -0.039 6.152 -5.204  C27 1.094
58 C 1.414 4.359 -3.666  C42 1.520, H48 1.094, H69 1.095, H123 1.096
59 H 0.358 4.973 7.075  C21 1.095
60 O 2.640 -2.628 4.800  C108 1.425, H111 0.972
61 H 0.075 7.389 6.443  C100 1.094
62 C -2.789 -3.451 -10.569  H1 1.096, H3 1.095, C77 1.520, H91 1.094
63 H -1.104 4.952 -5.971  C27 1.095
64 H -1.892 -2.148 -2.932  C118 1.174
65 H -5.373 3.493 8.277  C113 1.094
66 H 4.892 3.547 -7.950  C41 1.095
67 H -1.547 -0.052 1.524  C93 1.189
68 H -4.227 6.779 9.755  C121 1.095
69 H 2.165 3.572 -3.537  C58 1.095
70 H -7.011 -3.856 -4.400  C36 1.094
71 H 6.794 2.954 -4.738  C125 1.096
72 H -5.898 -0.421 5.364  C116 1.096
73 H -5.267 -3.256 -11.817  C128 1.096
74 H -4.215 5.246 10.617  C121 1.096
75 H -5.616 -4.134 -6.561  C15 1.094
76 C 6.362 -5.593 1.388  H10 1.095, C13 1.520, C14 1.520, O130 1.425
77 C -4.166 -3.806 -10.031  H24 1.095, C62 1.520, C128 1.520, O136 1.425
78 H -4.909 -5.234 -4.414  C139 1.095
79 H 1.646 -3.762 2.612  C124 1.095
80 O -0.065 2.820 -4.772  H28 0.972, C42 1.425
81 H -4.652 -2.703 -6.131  C15 1.096
82 H -7.304 -1.037 4.507  C116 1.095
83 H -3.845 -4.236 -6.432  C15 1.095
84 H 0.061 -2.209 3.306  C115 1.191
85 O 0.962 4.389 5.216  C21 1.425, H45 0.972
86 H 5.358 1.442 -5.966  O117 0.972
87 C 0.139 0.565 -1.469  C6 1.639, H33 1.172, C96 1.656, H110 1.189
88 H 0.164 -0.659 4.921  O30 1.007
89 H 0.189 -1.772 -1.020  C96 1.173
90 H 4.926 1.594 -0.294  N52 1.045
91 H -2.367 -4.277 -11.150  C62 1.094
92 H -1.363 0.240 -3.881  O138 1.004
93 C -0.480 -0.455 1.858  H17 1.174, H67 1.189, C115 1.647, C133 1.639
94 H 7.922 3.918 -5.719  C125 1.094
95 H -6.054 -2.423 -3.959  C36 1.096
96 C -0.065 -1.024 -1.887  C87 1.656, H89 1.173, C118 1.672, H119 1.190
97 H -6.154 -3.209 4.106  C101 1.095
98 H -6.127 -4.364 -10.755  C128 1.095
99 H 7.205 2.645 -7.764  C53 1.095
100 C 0.643 6.695 5.816  H16 1.096, C21 1.520, H38 1.095, H61 1.094
101 C -5.569 -2.323 4.374  C34 1.520, H97 1.095, C116 1.520, O122 1.425
102 H 2.684 3.358 4.114  C5 1.176
103 H 4.821 -3.972 5.509  C9 1.095
104 O -2.472 5.160 8.587  C20 1.425, H131 0.972
105 C 3.077 1.286 1.124  C8 1.666, N52 1.513, N107 1.527
106 H 8.161 2.167 -5.516  C125 1.095
107 N 1.589 0.973 0.983  C6 1.513, C105 1.527, C133 1.513
108 C 3.275 -3.645 4.031  C9 1.520, H46 1.095, O60 1.425, C124 1.520
109 H 5.957 4.748 -7.183  C41 1.094
110 H 0.336 1.139 -2.491  C87 1.189
111 H 2.038 -3.059 5.429  O60 0.972
112 H 8.161 -6.064 0.268  C13 1.094
113 C -4.289 3.600 8.376  H18 1.096, C20 1.520, H22 1.095, H65 1.094
114 H -4.680 -3.215 6.142  C34 1.094
115 C -0.718 -1.310 3.245  O30 1.471, H56 1.193, H84 1.191, C93 1.647
116 C -6.450 -1.336 5.124  H72 1.096, H82 1.095, C101 1.520, H127 1.094
117 O 5.931 1.415 -6.750  C53 1.425, H86 0.972
118 C -1.662 -1.145 -2.366  H2 1.193, H64 1.174, C96 1.672, O138 1.499
119 H 0.610 -1.340 -2.815  C96 1.190
120 H 3.257 0.754 3.435  C8 1.180
121 C -4.533 5.729 9.686  C20 1.520, H68 1.095, H74 1.096, H135 1.094
122 O -5.118 -1.725 3.161  H44 0.972, C101 1.425
123 H 0.798 4.359 -2.760  C58 1.096
124 C 2.222 -4.428 3.263  H26 1.094, H55 1.096, H79 1.095, C108 1.520
125 C 7.410 2.954 -5.645  C53 1.520, H71 1.096, H94 1.094, H106 1.095
126 H -1.476 5.331 4.640  C143 1.096
127 H -6.826 -1.772 6.055  C116 1.094
128 C -5.137 -4.122 -11.157  H12 1.094, H73 1.096, C77 1.520, H98 1.095
129 H -1.912 5.738 6.316  C143 1.094
130 O 5.859 -4.501 2.154  H29 0.972, C76 1.425
131 H -2.200 4.694 9.395  O104 0.972
132 H 7.692 -4.349 0.211  C13 1.096
133 C 0.491 0.856 2.017  H31 1.185, H51 1.182, C93 1.639, N107 1.513
134 H -3.741 -1.872 5.451  C34 1.096
135 H -5.625 5.685 9.626  C121 1.094
136 O -4.669 -2.715 -9.265  H50 0.972, C77 1.425
137 O 3.167 4.026 2.084  C5 1.361
138 O -2.058 0.050 -3.182  H92 1.004, C118 1.499
139 C -4.864 -4.145 -4.525  C15 1.520, C36 1.520, O40 1.425, H78 1.095
140 H 4.401 -6.150 0.663  C14 1.095
141 H -6.165 -3.772 -2.837  C36 1.095
142 H 1.210 4.050 -5.786  C42 1.095
143 C -1.287 5.092 5.693  C21 1.520, H23 1.095, H126 1.096, H129 1.094